Below is one molecule with the formula C2H6 in a non-equilibrium geometry, with properties calculated with wB97M-V/def2-TZVPD.

Bonds (Å) are listed after each position.
Positions of all 8 atoms, in Å:
1 C -0.74245 -0.00065 -0.01555  C2 1.523, H3 1.191, H4 1.118, H5 0.991
2 C 0.78022 -0.03196 -0.02513  C1 1.523, H6 1.280, H7 1.005, H8 1.050
3 H -1.18650 -0.28367 1.05267  C1 1.191
4 H -1.11559 0.96284 -0.44374  C1 1.118
5 H -1.13808 -0.70935 -0.58480  C1 0.991
6 H 1.17845 0.93322 0.71524  C2 1.280
7 H 1.05784 0.08765 -0.98390  C2 1.005
8 H 1.16609 -0.95808 0.28520  C2 1.050

Values from the calculation:
SMILES: CC
HOMO-LUMO gap in hartree: 0.47276
E in Eh: -79.75267
M in g/mol: 30.07
E_HOMO in eV: -11.59
Charge: 0
Relative energy (zero: lowest compared OMol25 entry of this formula, charge and spin) in kcal/mol: 24.6

Here is what natural (NBO) gives for the atomic charges, in e: -0.591 -0.570 0.193 0.202 0.191 0.182 0.193 0.200